{
  "formula": "C18H37N6PPtS3",
  "method": "wB97M-V/def2-TZVPD",
  "symbols": ["Pt", "C", "C", "S", "C", "C", "S", "C", "C", "S", "H", "H", "H", "H", "H", "H", "H", "H", "H", "H", "H", "H", "C", "P", "C", "C", "H", "H", "H", "H", "H", "H", "H", "H", "H", "C", "C", "N", "C", "C", "N", "H", "H", "H", "H", "H", "H", "C", "C", "C", "C", "N", "C", "N", "N", "N", "H", "H", "H", "H", "H", "H", "H", "H", "H", "H"],
  "xyz": [[-0.139, 0.530, -0.645], [-0.340, 4.036, -1.827], [-0.192, 3.916, -0.302], [0.569, 2.454, 0.446], [2.302, 2.566, -0.066], [2.553, 2.246, -1.530], [1.831, 0.633, -1.968], [1.185, 0.932, -3.633], [0.326, 2.172, -3.880], [-0.983, 2.567, -2.688], [0.590, 4.351, -2.293], [-1.061, 4.833, -2.005], [-1.171, 3.971, 0.177], [0.386, 4.757, 0.086], [2.821, 1.867, 0.592], [2.645, 3.571, 0.184], [3.623, 2.200, -1.729], [2.119, 3.003, -2.174], [0.629, 0.019, -3.855], [2.047, 0.953, -4.302], [-0.180, 2.023, -4.834], [0.945, 3.059, -4.009], [-3.524, 0.722, -0.029], [-1.946, 0.307, 0.752], [-1.877, 1.348, 2.224], [-2.159, -1.364, 1.396], [-4.284, 0.813, 0.749], [-3.828, -0.066, -0.717], [-3.457, 1.662, -0.576], [-2.697, 1.082, 2.893], [-1.981, 2.400, 1.953], [-0.931, 1.188, 2.741], [-3.125, -1.442, 1.896], [-1.356, -1.568, 2.106], [-2.115, -2.094, 0.587], [-2.430, -1.060, -2.966], [-1.420, -1.841, -2.202], [-0.500, -1.372, -1.373], [0.250, -2.447, -0.913], [-0.226, -3.575, -1.487], [-1.271, -3.175, -2.291], [-2.334, -0.001, -2.738], [-3.444, -1.380, -2.719], [-2.294, -1.202, -4.039], [1.045, -2.309, -0.199], [0.073, -4.605, -1.396], [-1.835, -3.779, -2.868], [4.607, -3.484, 3.344], [3.747, -3.296, 4.591], [2.526, -4.209, 4.571], [3.353, -1.838, 4.816], [2.447, -1.317, 3.777], [2.689, -0.917, 2.528], [1.552, -0.576, 1.967], [0.604, -0.789, 2.911], [1.133, -1.229, 3.995], [5.017, -4.493, 3.318], [5.446, -2.785, 3.318], [4.016, -3.358, 2.432], [4.355, -3.551, 5.464], [1.875, -3.980, 3.723], [1.935, -4.112, 5.483], [2.834, -5.251, 4.477], [4.229, -1.190, 4.842], [2.812, -1.726, 5.752], [3.669, -0.881, 2.084]],
  "forces_ev_per_angstrom": [[-0.076, 0.132, 0.356], [-0.037, -0.092, 0.233], [-0.017, 0.024, -0.171], [-0.109, -0.344, -0.186], [0.070, 0.008, -0.095], [-0.003, 0.013, 0.117], [-0.110, 0.050, 0.027], [0.096, -0.039, -0.087], [0.056, 0.082, 0.002], [-0.063, 0.098, -0.101], [0.013, -0.034, -0.043], [0.029, 0.037, -0.015], [-0.010, -0.067, -0.005], [-0.053, 0.070, -0.032], [-0.022, -0.029, -0.011], [0.039, -0.005, -0.030], [0.007, -0.005, 0.011], [0.024, -0.004, -0.030], [0.011, -0.007, 0.041], [-0.041, -0.021, -0.063], [0.031, 0.012, -0.028], [-0.006, 0.019, 0.006], [-0.055, -0.010, -0.042], [0.106, -0.084, 0.204], [-0.008, 0.090, 0.032], [0.016, -0.135, -0.081], [-0.029, -0.007, -0.026], [0.028, 0.047, 0.016], [0.005, 0.002, 0.009], [-0.020, -0.009, -0.020], [0.003, 0.000, 0.031], [-0.075, 0.001, -0.019], [-0.010, 0.022, 0.024], [-0.123, 0.039, -0.089], [-0.064, -0.003, 0.027], [0.018, -0.046, 0.010], [0.022, 0.026, -0.168], [0.094, 0.077, 0.163], [-0.046, 0.094, -0.003], [-0.062, 0.023, -0.031], [0.020, -0.048, 0.037], [0.020, -0.011, 0.014], [0.010, -0.009, -0.009], [0.000, 0.010, 0.004], [-0.042, 0.004, -0.039], [-0.011, 0.018, -0.013], [0.002, -0.006, 0.002], [-0.004, 0.000, -0.011], [-0.025, -0.044, -0.023], [0.006, -0.017, 0.012], [-0.088, 0.039, -0.065], [0.060, -0.129, 0.310], [-0.019, 0.017, 0.080], [0.088, -0.003, -0.070], [0.340, 0.062, 0.054], [0.033, 0.015, -0.189], [-0.009, 0.011, -0.009], [-0.002, -0.017, 0.002], [0.010, 0.008, 0.010], [0.007, 0.012, -0.003], [0.011, -0.008, 0.003], [0.003, -0.002, -0.013], [-0.008, 0.017, 0.007], [0.007, 0.021, -0.028], [-0.020, 0.036, 0.005], [-0.017, -0.001, 0.002]],
  "e_above_lowest_kcal_mol": 0.00,
  "total_charge": 2,
  "energy_ha": -2691.427366,
  "fmax_ha_per_bohr": 0.008,
  "homo_ev": -13.7941
}